[1]
The following is a DFT calculation (ωB97M-V/def2-TZVPD) of a molecular structure, C33H57N3O5SiV.

E_HOMO (alpha / beta) = -9.67 / -9.96 eV
Maximum force = 3.9 eV Å⁻¹
Molar mass = 654.865 g mol⁻¹
Net charge = +1
LUMO (alpha / beta) = -2.31 / -2.48 eV
DFT total energy = -83407.647 eV
Kohn-Sham gap (alpha / beta) = 0.271 / 0.275 Ha
Multiplicity = 3
Energy above the lowest of the compared OMol25 structures with the same formula, charge and spin = 95.8 kJ/mol

The geometry in XYZ format:
```
100
Properties=species:S:1:pos:R:3:forces:R:3
V 0.4603 1.7910 1.7332 0.6 2.0 2.2
Si 1.9163 2.3816 -1.0260 -1.0 -0.2 -0.1
O 1.3859 -2.2255 -1.5250 -0.7 -1.6 1.1
O 0.9667 2.0579 5.1192 -0.8 1.0 -2.7
O 1.2930 3.1160 3.2196 -0.6 -1.0 0.2
O 1.1185 -1.3001 -3.6824 -0.2 0.3 -1.2
O 0.4044 0.1415 2.3512 0.2 -1.3 0.0
N 0.5477 2.3416 3.9861 1.6 0.0 2.2
N -1.4099 2.1080 1.3542 -3.0 -0.2 2.1
N -0.6626 -0.5773 2.8413 -0.1 0.1 0.6
C 3.1751 -3.1327 0.0296 0.2 -0.1 0.1
C -0.3345 -1.9582 2.9282 -0.4 0.3 -0.4
C 1.8039 -1.3272 4.1096 0.6 0.0 0.5
C 2.3720 3.8058 0.1068 0.6 0.3 -0.1
C -1.2587 -2.8415 2.3547 0.5 -0.3 0.0
C 1.1689 2.8193 -2.6899 0.0 0.4 -0.2
C 3.3637 1.3090 -1.5298 0.5 -0.1 0.1
C -0.1160 -0.5255 -3.7424 0.1 0.5 -0.2
C -2.3467 3.8647 -2.3261 -0.1 0.2 0.1
C 1.2128 -3.6820 3.3896 0.0 0.3 0.0
C -2.8283 2.5895 -2.0250 0.0 0.3 0.0
C 2.7314 -2.0491 -0.9255 0.0 0.3 -0.1
C 0.3352 -4.5881 2.7994 0.1 -0.4 0.1
C -1.4765 0.0207 3.7452 0.2 0.7 -0.9
C -0.8977 -4.1867 2.2848 0.0 0.1 0.0
C -3.2882 3.1326 2.4688 -1.0 -0.1 0.7
C -2.6287 2.0255 -0.7684 0.5 0.5 0.1
C -1.7034 4.6152 -1.3410 -0.2 -0.1 -0.1
C 0.8858 -2.3232 3.4810 0.0 -0.8 -0.4
C -2.5424 -2.2932 1.8164 -0.3 0.2 -0.3
C 0.5344 1.5055 -0.1175 1.4 -2.2 -2.9
C 1.7180 -2.1320 -5.9254 -0.3 0.1 -0.2
C 1.9709 -1.1057 -4.8368 0.3 0.0 0.0
C -1.3066 -1.3534 -3.3630 -0.4 -0.1 0.1
C 0.2419 -4.3115 -2.1378 0.2 -0.2 -0.2
C -1.8208 -0.8109 4.9276 -0.5 0.3 0.7
C -3.1590 0.6521 -0.4855 -0.3 -0.4 -0.1
C -2.2282 2.0956 2.4389 2.3 0.6 -1.8
C -1.8783 2.7597 0.1812 -0.1 0.3 -0.7
C -1.9704 1.3109 3.5779 -0.8 -0.8 1.4
C -0.8402 4.9341 0.9995 0.4 0.4 0.3
C -1.4702 4.0825 -0.0707 -0.3 -0.5 -0.1
C 0.4806 -3.3466 -1.0175 0.3 0.8 0.2
H -0.4056 4.3858 1.8564 -0.3 0.1 -0.5
H -3.7171 0.6085 0.4596 0.2 0.0 -0.1
H 0.8480 -1.8338 -6.5254 0.1 -0.2 0.1
H -2.3799 -0.1246 -0.4498 0.0 0.3 0.2
H -0.0247 5.5474 0.5830 -0.4 -0.1 0.1
H -1.3465 -1.5156 -2.2800 -0.1 -0.1 -0.2
H -0.3230 1.2858 -0.7793 0.4 0.3 0.3
H 4.0610 1.8619 -2.1713 -0.1 0.0 0.1
H -1.5864 5.6357 1.4182 0.3 -0.3 -0.2
H -0.9144 -1.0512 5.5038 -0.2 -0.1 -0.2
H 1.3723 -2.1167 -2.5665 -0.3 0.8 0.3
H 3.0131 0.4524 -2.1154 -0.1 0.1 0.0
H -2.3358 -1.7424 4.6504 0.2 0.3 0.1
H -1.2989 -2.3029 -3.9003 0.0 0.0 0.1
H 2.6167 -3.1337 0.9831 0.2 0.1 -0.5
H -2.3909 -1.2403 1.5500 -0.2 -0.3 0.0
H 1.5162 -3.1292 -5.5202 0.2 0.2 0.0
H 1.3697 2.0071 -3.4016 0.1 0.2 0.1
H -2.4939 -0.2296 5.5654 0.1 -0.2 0.0
H -0.4152 -2.8728 -0.6132 0.1 0.2 -0.3
H -2.8799 -2.8282 0.9202 0.0 0.0 0.2
H 3.3757 -1.9459 -1.8076 0.0 -0.1 0.4
H 2.6674 -1.0946 -0.4010 0.1 -0.1 -0.2
H 4.2190 -2.8901 0.2615 -0.2 0.0 0.1
H -2.2211 -0.8374 -3.6835 0.2 0.0 0.3
H 1.2159 -4.7797 -2.3747 -0.6 0.0 -0.2
H 3.0092 -1.1237 -4.4758 -0.3 -0.1 0.0
H -2.5131 4.2949 -3.3179 0.1 -0.2 0.4
H 1.0052 -3.7730 -0.1689 -0.1 -0.1 -0.1
H -1.3801 5.6367 -1.5490 -0.1 -0.3 0.0
H 1.2639 -0.5325 4.6411 0.2 -0.1 -0.3
H -3.3533 -2.3253 2.5589 0.2 -0.1 -0.2
H 0.0848 2.9380 -2.6237 0.1 0.1 0.0
H 1.8003 4.7127 -0.1222 0.1 -0.2 0.0
H 0.0125 0.3347 -3.0674 -0.1 -0.2 -0.3
H -1.5660 -4.9096 1.8067 0.2 0.2 0.3
H 2.5759 -2.1846 -6.6052 -0.2 0.0 0.2
H 2.1775 -4.0086 3.7831 -0.3 -0.1 0.0
H 1.7671 -0.1030 -5.2263 0.2 -0.1 0.2
H 2.2626 3.6304 1.1918 0.0 -0.1 -0.4
H -0.2565 -0.1587 -4.7770 0.3 -0.2 0.5
H 0.8743 0.4855 0.2394 0.0 0.4 -0.8
H 3.1805 -4.1457 -0.3941 -0.1 0.3 0.0
H -0.4690 -5.0879 -1.8021 0.3 0.3 -0.2
H 0.6144 -5.6428 2.7806 -0.1 0.3 -0.1
H -3.8521 0.3449 -1.2856 0.2 0.2 0.3
H 2.4870 -0.8682 3.3786 -0.4 0.0 0.2
H -2.8324 4.1303 2.5640 -0.1 -0.3 -0.1
H 2.4394 -1.8336 4.8449 -0.1 0.0 -0.1
H -3.9252 2.9572 3.3426 0.0 0.2 -0.3
H -3.8959 3.1052 1.5560 0.1 0.1 0.3
H -3.3766 2.0157 -2.7736 0.1 0.2 0.1
H -0.1784 -3.7891 -3.0191 0.3 -0.5 0.5
H 3.4341 4.0298 -0.0465 -0.1 0.2 0.1
H -2.3832 1.7118 4.5084 -0.3 -0.2 -0.4
H 1.5835 3.7415 -3.1134 -0.1 -0.1 0.0
H 3.9475 0.9113 -0.6983 0.1 0.0 0.1
```
Positions in Å, forces in eV/Å.

[2]
The following is a DFT calculation (ωB97M-V/def2-TZVPD) of a molecular structure, C33H57N4OP2Sr.

E_HOMO = -8.65 eV
Maximum force = 3.8 eV Å⁻¹
Molar mass = 675.414 g mol⁻¹
Net charge = +1
LUMO = -2.07 eV
DFT total energy = -62561.325 eV
Kohn-Sham gap = 0.242 Ha
Multiplicity = 1
Energy above the lowest of the compared OMol25 structures with the same formula, charge and spin = 141.0 kJ/mol

The geometry in XYZ format:
```
98
Properties=species:S:1:pos:R:3:forces:R:3
Sr 0.3295 0.5710 1.1712 -0.6 -1.2 -1.2
P -2.3991 -1.9467 -0.0750 1.5 1.4 -3.2
P 2.6373 1.9356 -0.2242 -0.4 -0.2 0.4
O 0.1540 -3.5593 3.4488 1.1 2.4 0.4
N 0.0045 -1.7823 0.6840 1.7 0.6 -0.3
N 0.0722 0.7281 -1.4528 -0.5 -0.6 -0.7
N -1.1257 2.5244 1.9904 0.0 0.6 1.0
N -1.1709 3.8091 3.7739 -0.3 0.6 0.2
C 0.8579 1.2899 -2.3897 0.0 0.0 0.2
C 0.5933 -2.5114 3.5872 -1.0 -2.3 -0.4
C -2.2176 -0.4728 2.3492 0.1 0.1 0.3
C -3.4304 -2.6334 2.4573 -0.1 -0.1 0.2
C -3.0130 -4.5903 -0.7923 -0.1 0.0 0.0
C -0.4408 -2.2557 -0.3616 0.4 -2.2 2.2
C 2.9447 3.9298 1.7553 0.1 0.1 0.0
C 2.6370 3.7716 0.2545 0.6 -0.4 -0.3
C 0.3284 1.8288 3.9494 0.2 -0.2 0.1
C 4.5553 0.1187 -1.2806 0.0 -0.1 0.0
C -0.6120 0.6185 -4.1631 0.1 0.2 0.2
C -2.0608 4.3718 2.8641 0.2 -0.4 0.1
C 1.2298 4.3340 -0.0225 0.0 -0.1 0.0
C -4.4346 -0.5841 1.3532 -0.3 -0.1 -0.2
C 4.3142 1.0161 -0.0545 -0.1 0.5 -0.1
C 1.5911 -2.2158 -1.8593 0.2 0.4 0.2
C 5.5004 1.9759 0.0757 0.4 -0.2 0.0
C -1.0682 0.0462 -1.8507 0.4 0.9 -0.9
C -0.6383 2.7041 3.2256 -0.7 0.3 -1.0
C -3.1538 -1.4107 1.5683 0.2 -0.4 0.6
C 0.5454 1.2652 -3.7418 -0.2 0.1 -0.2
C -5.0055 -3.1196 -0.5814 -0.2 -0.2 -0.2
C -2.0400 3.5571 1.7727 0.7 -0.4 0.5
C -3.5322 -3.1490 -1.0267 -0.5 -0.1 0.3
C -0.3870 -3.3746 -2.7062 -0.2 -0.3 -0.5
C 4.2271 0.1436 1.2215 -0.1 0.0 -0.1
C 0.9431 -4.3553 -0.8436 0.0 -0.1 0.4
C -2.0214 -0.4393 -0.8663 -2.2 0.9 2.0
C -3.5413 -2.7716 -2.5258 0.1 0.1 0.0
C 2.1730 1.9950 -2.0135 0.1 -0.1 -0.3
C -1.4281 0.0243 -3.2173 0.3 0.2 0.4
C 3.6674 4.5384 -0.5831 0.0 0.6 0.3
C 0.4008 -3.0738 -1.4555 -0.6 0.5 0.0
H 2.1509 3.5079 2.3917 0.1 0.1 -0.3
H 0.2364 -3.9364 -3.4185 -0.1 0.2 0.2
H -2.3933 -0.4036 -3.4898 0.4 0.0 0.1
H -2.8806 0.2402 -0.7699 0.1 0.1 -0.5
H 4.8660 0.7028 -2.1578 -0.1 -0.1 0.2
H -4.2627 0.2953 0.7217 0.0 -0.2 0.1
H -0.9612 4.1629 4.7067 -0.2 -0.2 -0.5
H -5.2560 -1.1661 0.9292 0.2 0.2 0.2
H -2.6106 3.6285 0.8603 0.1 0.0 0.0
H 2.1926 -1.9723 -0.9777 0.0 -0.1 -0.1
H -1.2699 -3.9865 -2.5018 0.3 0.2 -0.2
H -0.0413 0.7856 4.0000 0.2 0.4 0.1
H 1.3315 1.8581 3.4748 -0.4 -0.1 0.3
H -4.7666 -0.2148 2.3336 0.1 -0.1 -0.1
H 3.0088 5.0063 1.9801 0.0 -0.3 0.0
H 3.5012 5.6140 -0.4234 0.1 -0.1 -0.1
H 3.8968 3.4665 2.0495 -0.3 0.2 -0.1
H -1.2586 -0.9586 2.5928 -0.4 0.1 -0.1
H 1.5489 -4.8959 -1.5800 -0.1 0.1 0.0
H -4.1291 -3.3484 2.0110 0.2 0.2 0.1
H 6.4134 1.3727 0.2004 -0.2 0.2 0.0
H 0.9656 4.3033 -1.0871 0.1 0.0 0.2
H -2.6136 -2.3012 -2.8516 -0.3 -0.2 0.1
H 2.1219 3.0434 -2.3593 0.0 -0.4 0.2
H -3.4914 -5.2642 -1.5213 0.2 0.1 0.2
H 5.1956 -0.3567 1.3797 -0.3 0.1 0.0
H -5.4615 -2.1378 -0.7580 0.1 -0.3 0.0
H -0.8926 0.5899 -5.2065 0.0 0.1 -0.1
H -1.9262 -4.6847 -0.8923 -0.4 0.0 0.1
H -2.6954 -0.2022 3.3046 0.0 -0.2 -0.2
H -2.6185 5.2668 3.0737 0.0 0.0 0.1
H -3.2840 -4.9450 0.2124 0.1 0.1 -0.2
H 1.5888 -4.1076 0.0021 -0.1 -0.1 0.0
H 5.6370 2.5830 -0.8274 -0.1 -0.2 0.2
H 1.2053 5.3873 0.2971 0.0 -0.2 -0.1
H -5.5558 -3.8479 -1.2004 0.1 0.2 0.2
H 3.5717 4.3413 -1.6576 0.0 0.1 0.2
H 5.3752 -0.5796 -1.0496 -0.2 0.2 0.0
H -2.5051 -3.1678 2.7080 -0.1 0.1 -0.1
H 1.1698 1.8276 -4.4325 0.0 -0.3 0.0
H -2.0865 0.4828 1.8162 -0.1 -0.6 0.1
H 2.2211 -2.7530 -2.5832 -0.2 0.1 0.2
H 5.4285 2.6302 0.9533 0.0 -0.1 -0.3
H -4.3521 -2.0626 -2.7376 0.2 -0.1 0.1
H -3.8764 -2.2857 3.4014 0.1 -0.1 -0.2
H -0.6957 -2.4419 -3.1868 0.0 -0.2 0.0
H 0.1523 -5.0226 -0.4929 0.1 0.0 0.0
H 3.4614 -0.6471 1.1397 0.2 0.3 -0.1
H -5.1495 -3.4198 0.4615 0.0 0.1 -0.3
H 3.6798 -0.4865 -1.5530 0.2 0.2 0.1
H 4.6952 4.3207 -0.2769 -0.3 0.1 -0.1
H 1.2589 -1.2761 -2.3073 0.1 -0.1 -0.1
H 0.4499 3.8041 0.5431 0.2 0.1 -0.2
H -3.7066 -3.6700 -3.1415 0.0 0.2 0.2
H 0.4433 2.1911 4.9826 0.1 -0.3 -0.4
H 4.0125 0.7447 2.1196 0.1 -0.1 -0.2
H 2.9742 1.5336 -2.6196 -0.4 0.2 0.3
```
Positions in Å, forces in eV/Å.